Entry 1:
The following is a quantum chemistry calculation of a structure of composition C3H4GaO2 in a non-equilibrium geometry, from the Open Molecules 2025 dataset.

**E_tot**: -59643.951 eV
**Gap between HOMO and LUMO (alpha / beta)**: 7.023 / 9.199 eV
**2S+1**: 2
**Total charge**: 0
**E_LUMO (alpha / beta)**: -0.362 / -0.798 eV
**E_HOMO (alpha / beta)**: -7.38 / -10.00 eV

Last column: Mulliken spin population.
Atoms and positions in Å:
1 O 3.208 -0.614 -2.408  0.184
2 C 2.370 -0.515 -1.567  0.475
3 O -0.219 1.326 -0.583  0.043
4 C -1.103 0.670 0.322  -0.005
5 C -0.455 -0.605 0.907  0.015
6 Ga 1.015 0.011 -0.277  0.284
7 H -2.049 0.418 -0.204  0.001
8 H -1.385 1.375 1.134  -0.003
9 H -1.033 -1.514 0.672  0.004
10 H -0.348 -0.553 2.004  0.002

Entry 2:
The following is a quantum chemistry calculation of a structure of composition C3H4GaO3 in a non-equilibrium geometry, from the Open Molecules 2025 dataset.

**E_tot**: -61690.195 eV
**Gap between HOMO and LUMO (alpha / beta)**: 8.706 / 5.628 eV
**2S+1**: 2
**Total charge**: 0
**E_LUMO (alpha / beta)**: 0.427 / -2.626 eV
**E_HOMO (alpha / beta)**: -8.28 / -8.25 eV

Last column: Mulliken spin population.
Atoms and positions in Å:
1 H -2.717 -0.965 0.705  0.076
2 O 0.923 -1.745 1.703  -0.002
3 O -1.962 0.920 1.152  0.873
4 C -2.320 -0.029 0.236  -0.010
5 C -1.196 -0.482 -0.698  0.012
6 O -0.313 -1.433 -0.085  0.004
7 C 0.600 -0.965 0.779  0.004
8 H -3.125 0.317 -0.463  0.030
9 H -0.603 0.396 -1.002  -0.002
10 H -1.614 -0.976 -1.587  0.004
11 Ga 0.623 0.366 2.223  0.012

Entry 3:
The following is a quantum chemistry calculation of a structure of composition C3H4HgLiO3 in a non-equilibrium geometry, from the Open Molecules 2025 dataset.

**E_tot**: -13675.214 eV
**Gap between HOMO and LUMO (alpha / beta)**: 4.821 / 4.830 eV
**2S+1**: 2
**Total charge**: +2
**E_LUMO (alpha / beta)**: -13.178 / -13.167 eV
**E_HOMO (alpha / beta)**: -18.00 / -18.00 eV

Last column: Mulliken spin population.
Atoms and positions in Å:
1 C -2.987 0.571 0.106  -0.002
2 C -2.877 -0.326 -0.883  0.000
3 H -2.179 0.106 -1.651  0.000
4 H -3.761 0.412 0.863  0.000
5 H -3.563 -1.174 -0.954  0.000
6 O 0.163 1.956 1.507  0.028
7 C 0.890 1.030 1.050  -0.040
8 O 0.506 -0.022 0.528  0.120
9 O 2.174 1.192 1.138  0.900
10 Hg 0.051 3.622 2.162  -0.010
11 Li -1.070 -1.000 0.623  0.001
12 H -2.351 1.453 0.216  0.001